(1)
Density functional theory data (the ωB97M-V functional and the def2-TZVPD basis) for a cluster of 2 separate species, C17H34N6O9P2S2 in total.

Last column: natural (NBO) charge in e.
Cartesian coordinates (Å):
H -0.30873 -2.18954 -0.58961  0.209
H -1.39472 1.41665 -2.26867  0.269
N -0.23448 2.05046 0.50664  -0.167
C 1.27731 -5.01814 -1.77922  -0.417
H -5.78127 1.88727 4.35470  0.248
O 3.50148 2.08366 1.43070  -0.979
O 2.31106 4.34539 1.29783  -1.054
C -0.16622 -3.25662 -0.77258  -0.596
H 1.16333 -5.45839 -0.78427  0.213
H -5.20003 6.19328 1.45309  0.239
H 0.49228 -5.45325 -2.39948  0.223
C 3.77845 -4.65490 -1.63332  -0.419
C -3.09358 1.78550 -1.08534  0.788
H 5.63257 -2.73553 -1.23707  0.219
H 4.73547 -4.90029 -2.09648  0.223
H 2.79430 -6.48921 -2.17277  0.226
S -0.58137 3.12966 -0.79283  0.473
O 1.23408 0.55896 4.80898  -0.916
O -4.71365 3.04400 1.50339  -0.505
N 2.23200 -2.80271 -1.11909  0.038
H 3.26555 -3.27829 -3.87949  0.211
H 2.68491 -5.26631 -3.40601  0.198
H 2.15129 -1.31279 2.21296  0.440
N -0.40566 0.62223 2.06869  -0.193
C 1.03374 -3.50843 -1.67850  0.095
H -4.04116 5.24281 2.36560  0.225
C 0.65463 -2.91952 -3.04857  -0.619
O 2.24663 -2.88714 0.17029  -0.444
H 1.35230 -3.16533 -3.84293  0.214
H 3.84512 -4.97724 -0.58967  0.217
H -3.58151 5.95645 0.83528  0.208
H -2.95510 4.16183 -0.26800  0.183
N 2.17405 -1.12249 3.21927  -1.115
S -3.40400 2.19865 4.20126  -0.024
H -4.30922 4.60820 -1.33530  0.205
N 1.01852 2.05306 1.13008  -0.572
H 1.36152 -1.61474 3.60016  0.432
H 0.91716 1.44113 5.05203  0.538
C 4.65160 -2.41431 -0.89123  -0.609
H 4.57356 -1.33458 -1.03791  0.206
C 0.85517 1.11585 2.14591  -0.228
N -1.03178 1.18581 1.10908  0.034
H -5.89310 4.33330 0.36767  0.212
O 2.63870 2.87915 -0.76658  -0.958
H 4.06966 2.69873 1.92670  0.539
H -0.31434 -3.30777 -3.35916  0.221
C -5.06668 1.93213 3.54339  -0.621
H 0.57633 -1.83263 -2.98735  0.208
C 2.65047 -5.41896 -2.32490  -0.401
C 3.74424 -2.64920 -3.13569  -0.622
H 2.24452 3.64988 -1.20290  0.532
C -4.39770 5.47045 1.36620  -0.636
O -4.15452 2.59302 -1.01787  -0.494
H -5.06472 0.96943 3.04048  0.260
P 1.92938 0.50071 3.38989  1.753
C -1.83217 2.28222 -1.78324  -0.664
C -5.50219 2.99627 2.57999  0.787
P 2.38388 2.98208 0.77775  2.461
O -6.45274 3.70991 2.75542  -0.568
H -2.04725 3.02023 -2.55424  0.270
C 3.57674 -3.14372 -1.68703  0.099
H 3.36717 -1.63185 -3.25022  0.215
H 4.80457 -2.63861 -3.38342  0.224
H -1.06311 -3.63703 -1.25825  0.217
H 4.59510 -2.61987 0.17538  0.230
H -0.07082 -3.75901 0.18729  0.223
O -3.13981 0.66136 -0.71693  -0.499
C -4.85860 4.18948 0.66285  0.064
C -3.97836 3.93800 -0.54521  -0.092
H -3.48024 3.51119 4.44238  0.123

- Maximum force: 0.0339 hartree/bohr
- ⟨S²⟩: 1.77
- Lowest unoccupied orbital energy (spin up / spin down): -2.92 / -6.21 eV
- HOMO-LUMO gap (spin up / spin down): 7.57 / 4.55 eV
- Charge: +1
- Spin multiplicity: 2

---

(2)
Density functional theory data (the ωB97M-V functional and the def2-TZVPD basis) for a structure of composition C18H15NO4SSc.

Last column: natural (NBO) charge in e.
Cartesian coordinates (Å):
H 2.42782 2.24075 -2.12501  0.210
C 0.79653 -4.15368 3.68959  -0.149
S 3.13833 -0.48048 2.04497  1.149
H 2.87660 -3.24349 1.13109  0.269
H -0.63238 2.21042 -2.76409  0.210
H 2.33063 2.79673 5.64968  0.259
H 1.73390 1.59836 3.53551  0.222
H 5.39707 -0.64776 3.75389  0.246
Sc 0.21603 -1.07327 1.21735  1.238
C -1.46531 0.57967 1.27701  0.524
C 1.35959 2.51502 -2.07258  -0.398
C 0.42196 1.89930 -2.80072  -0.398
H 6.02103 0.55555 5.86616  0.267
C -1.22922 -1.14876 -0.64355  0.506
O -1.95988 -1.30485 -1.52852  -0.249
C 2.66554 1.38710 4.05523  -0.250
C 0.74814 -2.94631 4.38332  -0.183
C 4.22045 1.76352 5.88368  -0.124
C 1.53949 -4.26805 2.51268  -0.163
C 4.74190 0.11498 4.18295  -0.220
C -1.52239 -1.94599 2.22563  0.462
C 5.08216 0.78775 5.35812  -0.155
C 3.52647 0.42158 3.53936  -0.220
C 1.45734 -1.83187 3.91719  -0.186
C 0.82589 -2.39562 -0.55950  0.496
H 0.15602 -2.86114 5.30023  0.279
C 2.24179 -1.96448 2.75877  -0.284
H 1.11815 3.37477 -1.42289  0.211
C 3.01327 2.05198 5.24015  -0.182
O -2.43133 -2.39984 2.79235  -0.228
H 4.49329 2.29639 6.79741  0.267
O -2.43900 1.20023 1.29526  -0.256
H 1.44640 -0.88175 4.45749  0.274
H 0.64637 1.04230 -3.45139  0.208
O 1.04084 -3.12373 -1.43469  -0.253
N 1.79198 0.27827 1.46633  -1.165
H 0.24520 -5.01740 4.07201  0.282
C 2.26507 -3.17428 2.03518  -0.252
H 1.55714 -5.21345 1.96766  0.281
H 1.96941 1.20560 1.08130  0.456

- Maximum force: 0.1684 hartree/bohr
- Lowest unoccupied orbital energy: -13.22 eV
- Energy above the lowest of the compared OMol25 structures with the same formula, charge and spin: 0.00 kJ/mol
- HOMO-LUMO gap: 4.58 eV
- Charge: +3
- Spin multiplicity: 1

---

(3)
Density functional theory data (the ωB97M-V functional and the def2-TZVPD basis) for a structure of composition C45H53InN9O3PS2.

Last column: Mulliken charge in e.
Cartesian coordinates (Å):
H 2.27819 0.95433 -2.12955  0.345
C -0.27166 -2.30040 3.27752  0.067
N 0.23883 4.43635 0.80358  -0.233
C -1.77374 2.59938 4.76627  0.588
H -3.20281 -1.90841 2.76433  0.373
H -0.41758 -4.87880 -4.66074  0.321
C 1.62046 -4.94148 -0.64477  -0.222
C 3.89898 -5.46725 -1.18881  -0.564
C -3.98425 2.89445 3.85149  -0.934
H 3.64709 0.42626 -0.26278  0.320
C 2.85979 3.25727 3.23952  -0.690
C -3.56037 -4.94136 -0.85157  -1.335
H 2.46785 -3.66180 -3.67342  0.405
C 1.72934 2.52889 3.63072  0.094
C 1.14972 1.69672 2.65916  -0.275
H -1.32576 1.02178 5.97942  0.262
H 0.74802 5.20829 0.40349  0.275
H -3.26799 1.06289 4.69264  0.342
O -1.32103 -0.99429 1.18396  -1.045
H 1.83809 -0.61762 -2.31580  -0.054
O -0.06588 -2.13339 -1.25622  -0.219
H -4.42656 -4.61280 -0.29207  0.528
H -4.59394 4.99478 1.76712  0.253
C -0.15411 -3.46308 -6.24018  -0.716
H 0.02746 -1.25779 3.38141  -0.395
H 4.18954 3.72772 1.62883  0.487
C -1.36649 -5.79466 -2.32000  -1.059
C -1.50249 3.93774 4.51205  -0.346
S -1.30596 2.26234 0.65565  -0.127
S -1.16082 -2.42411 1.65834  1.146
H 2.08215 2.93550 5.56056  0.298
H 3.73537 -1.87645 0.56015  0.630
N 2.10116 0.08702 -1.63209  -0.418
C -2.72675 -2.85345 2.50002  -0.771
H 4.61524 -4.73648 -3.07274  0.465
C 0.18307 -1.56984 -4.24625  0.574
H -2.16321 1.66734 -5.20636  0.582
H -0.69158 -3.30520 5.16889  0.441
C 2.65746 2.35387 1.04755  -0.560
C 2.57194 -4.18806 -2.73211  -0.234
N -0.12972 2.24295 -1.87358  0.749
C 3.77482 -4.79245 -2.39456  -0.882
H 2.95622 2.30982 0.00912  0.720
H 0.42721 -0.15414 -5.83577  0.550
H -2.38631 -7.67147 -2.46760  0.479
H 0.29063 1.07954 2.89437  0.620
C -3.71305 4.22651 3.55267  0.798
H -4.95771 2.48397 3.61540  0.393
H 4.83544 -5.94402 -0.93432  0.430
C 0.08537 -2.13766 -6.57583  -0.878
H -1.83920 -4.58802 3.39934  0.276
C -1.69661 1.11174 -3.18342  1.032
C -2.27464 -3.63748 3.71956  -0.692
H 0.76941 -4.99329 0.02639  0.492
H 4.08488 -0.67964 -1.57799  0.596
H 2.62557 -2.39303 -0.71253  -0.882
H 3.37614 3.87638 3.96227  0.450
H -2.68564 -1.51910 -1.56026  0.504
H 0.29350 -0.83376 -3.46196  -0.893
H 0.14434 -1.84476 -7.61500  0.435
H 1.97249 -0.78973 1.61973  0.383
C -2.42367 -6.65952 -2.08886  -0.928
N -1.81237 0.20415 -2.20512  0.252
H -3.36111 -3.42751 1.82794  0.227
C 1.49049 -4.27024 -1.86055  -0.133
H -1.92046 4.23089 -2.38697  0.305
O 0.93670 1.05696 6.54618  -0.645
C -4.73238 5.07384 2.84899  -1.466
C -3.07109 -0.19596 -4.64021  -0.747
N 1.61595 1.60904 1.40055  0.375
C 3.31500 3.17726 1.94413  -1.626
H -0.55985 4.36777 4.81861  0.549
H -2.29887 3.59537 -3.99592  0.505
N 1.71165 -1.23644 0.74778  -0.176
N 0.31315 3.32878 -1.20166  -1.449
H -0.27952 -4.20289 -7.01868  0.478
P -0.04177 -3.34803 -2.14787  2.644
H -2.48168 -3.09232 -0.62623  -0.838
H -3.54062 -0.36327 -5.60001  0.503
H 1.17354 -2.07053 0.94174  -0.281
C -3.03153 2.09258 4.44977  -0.472
C -2.30331 0.93829 -4.42054  -1.115
H -3.10684 -3.85396 4.38793  0.449
C -3.24063 -1.09624 -3.60185  -0.748
C -1.02129 2.35569 -2.77513  0.247
C 0.46670 1.75747 5.67853  0.096
C -0.15450 3.42895 -0.00449  0.236
H 0.61249 -2.93498 3.21533  0.536
H -3.86352 -1.97203 -3.71682  0.540
C -0.22544 -3.84463 -4.91047  -1.114
H -4.36356 -6.89670 -1.20784  0.439
C 2.82332 -5.54081 -0.31175  -0.807
C 0.24723 -1.18917 -5.57710  -0.970
H -0.50345 -6.14031 -2.87530  0.383
C -1.52174 3.68475 -3.24393  -1.709
N 1.32493 2.63515 4.96232  -0.036
H -1.70491 -1.90535 4.85258  0.137
C -1.39936 -4.49688 -1.81222  1.181
C -2.49323 -4.08202 -1.05932  0.975
C -2.47035 4.73417 3.91410  -0.821
H -4.63950 6.12249 3.12606  0.378
C 3.28204 -0.37265 -0.90334  -0.976
C -1.21701 -2.76183 4.38585  -0.612
H -0.68833 4.27091 -3.63319  0.356
N -0.87040 1.72055 5.41004  -0.013
H -5.74188 4.73646 3.07712  0.398
C -0.05108 -2.89728 -3.90361  1.362
C -2.58484 -0.85429 -2.40374  -0.427
C 2.88532 -1.56890 -0.05248  0.598
C -3.53080 -6.22706 -1.37223  -0.740
H -2.26892 5.78762 3.75244  0.441
H -0.29600 4.60074 1.63800  0.154
In 0.02236 0.32937 -0.32222  2.351
H 2.93035 -6.06749 0.62682  0.474

- Maximum force: 0.0289 hartree/bohr
- Lowest unoccupied orbital energy: -4.71 eV
- Energy above the lowest of the compared OMol25 structures with the same formula, charge and spin: 162.92 kJ/mol
- HOMO-LUMO gap: 7.45 eV
- Charge: +2
- Spin multiplicity: 1

---

Q: What is the spin multiplicity in the first record?
A: 2

---

Q: Look up the spin multiplicity of the third one.
A: 1

---

Q: What is the charge in the third record?
A: +2

---

Q: Which of these has the highest spin multiplicity?
A: C17H34N6O9P2S2